[1]
{"formula": "C26H44BrN3OOsP2", "method": "ωB97M-V/def2-TZVPD", "total_charge": 4, "fmax_ha_per_bohr": 0.10512, "multiplicity": 5, "orbital_gap_ev": [7.25, 4.50], "relative_energy_kj_mol": 52.6, "lumo_energy_ev": [-11.670, -14.499], "elements": ["N", "C", "C", "C", "C", "C", "C", "Os", "P", "C", "C", "C", "C", "C", "C", "C", "Br", "H", "H", "H", "H", "H", "H", "H", "H", "H", "H", "P", "C", "C", "H", "H", "H", "H", "H", "C", "C", "H", "H", "H", "H", "H", "C", "C", "H", "H", "H", "H", "H", "C", "C", "H", "H", "H", "H", "H", "C", "C", "H", "H", "H", "H", "H", "C", "C", "H", "H", "H", "H", "H", "N", "C", "N", "O", "H", "H", "H", "H"], "positions_angstrom": [[-6.40270, 4.65878, -5.88099], [-6.14316, 5.21391, -4.68905], [-5.17819, 4.65720, -3.82976], [-4.50332, 3.44110, -4.16432], [-4.76840, 2.94596, -5.46131], [-5.73186, 3.57086, -6.26801], [-3.64904, 2.77367, -3.18074], [-0.45434, 0.03270, -1.27370], [4.90135, -0.76146, -1.16778], [-2.84862, 1.67972, -3.29171], [-1.75095, 1.69418, -2.37124], [-0.42590, 1.38094, -2.75783], [0.57606, 2.19159, -2.09653], [0.23849, 3.03933, -0.97252], [-0.85487, 2.57024, -0.24547], [-1.91653, 2.00010, -0.96216], [1.40461, 4.45138, -0.31106], [-3.54545, 3.37172, -2.26717], [-2.77783, 1.04943, -4.19487], [-4.98015, 5.10377, -2.84936], [-4.28295, 2.05769, -5.86238], [-6.67196, 6.12469, -4.36196], [-6.01123, 3.20879, -7.27183], [-0.23439, 0.90058, -3.70422], [-2.90720, 1.98890, -0.56079], [1.57789, 2.06678, -2.55673], [-0.93346, 2.79684, 0.79011], [-0.93644, -2.02730, -1.41987], [4.52607, 0.97866, -0.81161], [5.76951, 1.78623, -1.19200], [4.29534, 1.04565, 0.26346], [3.60856, 1.25152, -1.35198], [5.69968, 2.81548, -0.84076], [6.67066, 1.32748, -0.77307], [5.92872, 1.77242, -2.27187], [4.33192, -1.22952, -2.81534], [5.28954, -2.26637, -3.41354], [4.32244, -0.29987, -3.40787], [3.29992, -1.58781, -2.71086], [5.06417, -2.42151, -4.46912], [6.32343, -1.91597, -3.32216], [5.22214, -3.22120, -2.88682], [4.24268, -1.82378, 0.13864], [5.26539, -1.91800, 1.27087], [4.03833, -2.80325, -0.32201], [3.29835, -1.34754, 0.40458], [4.91776, -2.63561, 2.01579], [6.24536, -2.23643, 0.89739], [5.40398, -0.94030, 1.73789], [-0.65959, -3.17707, -0.05264], [-1.58218, -4.38103, 0.13363], [-0.69924, -2.56451, 0.85475], [0.37846, -3.51829, -0.10922], [-2.56915, -4.10492, 0.53394], [-1.69914, -4.95978, -0.79311], [-1.14327, -5.06202, 0.88403], [0.32611, -2.52079, -2.68083], [-0.10803, -2.74693, -4.12487], [0.87718, -3.40060, -2.31911], [1.00778, -1.63836, -2.64359], [-0.90634, -3.48352, -4.22293], [-0.45803, -1.83182, -4.60309], [0.72888, -3.11227, -4.73355], [-2.67994, -2.09176, -1.93409], [-3.57310, -1.63486, -0.76357], [-2.97938, -3.08775, -2.28601], [-2.80088, -1.39480, -2.78277], [-4.33255, -0.92534, -1.11613], [-4.11709, -2.45695, -0.27554], [-2.99468, -1.11686, 0.02104], [-1.35983, -0.48153, 2.45666], [-0.38716, 0.19063, 1.78501], [0.18019, 1.26957, 2.39922], [0.06635, -0.25474, 0.68573], [-1.84896, -0.11714, 3.24500], [-1.84364, -1.26807, 2.05300], [0.85817, 1.78188, 1.82864], [-0.30515, 1.63060, 3.22107]], "atomic_forces_ev_per_a": [[-0.076, 0.609, 0.600], [-0.951, -0.051, -1.708], [1.484, -2.112, 1.482], [-1.255, 0.019, -1.107], [1.425, -0.485, 1.575], [-1.425, 1.761, -0.891], [0.636, 0.061, 0.086], [0.468, 3.721, 3.892], [-1.033, 0.209, 0.068], [-0.993, 1.105, -1.137], [-0.546, -1.727, 1.959], [0.424, 2.026, -1.560], [1.134, 0.568, 0.226], [2.526, -1.432, -1.174], [-0.876, 0.916, -0.945], [0.506, 0.027, -1.127], [-0.976, -1.521, -0.523], [0.029, -0.237, -0.292], [-0.182, 0.393, 0.500], [-0.069, 0.088, -0.436], [-0.081, 0.090, 0.234], [0.187, -0.381, -0.586], [0.177, -0.155, 0.629], [0.329, 0.533, -0.503], [-0.369, -0.275, 0.404], [-0.629, 0.918, 0.572], [-0.387, 0.348, 0.551], [-1.520, -4.127, -1.692], [0.205, -0.323, 0.464], [0.218, 0.163, -0.180], [0.205, -0.004, -0.245], [0.251, 0.005, -0.077], [0.042, -0.064, -0.118], [-0.143, 0.214, 0.192], [-0.121, 0.206, -0.010], [0.387, 0.409, -0.144], [0.090, -0.118, -0.065], [0.007, -0.299, 0.100], [0.110, -0.040, -0.025], [0.058, -0.072, 0.113], [-0.171, -0.086, -0.193], [-0.025, 0.038, -0.114], [0.561, -0.446, -0.746], [-0.003, 0.013, 0.258], [0.049, 0.221, 0.212], [-0.150, -0.040, 0.278], [0.150, 0.157, 0.023], [-0.267, -0.090, 0.093], [-0.018, -0.125, 0.143], [0.150, 0.281, 1.382], [-0.334, -0.506, -0.090], [0.132, -0.200, -0.069], [-0.033, 0.184, -0.170], [0.286, -0.024, -0.363], [-0.086, 0.130, 0.285], [-0.052, 0.344, -0.370], [0.178, 0.138, -0.244], [-0.146, 0.009, -0.433], [-0.195, 0.283, 0.136], [0.089, -0.558, -0.088], [0.047, -0.026, 0.157], [-0.051, 0.088, 0.041], [-0.121, 0.096, 0.267], [-0.343, -0.475, -0.367], [-0.304, 0.143, 0.328], [0.125, 0.171, 0.024], [0.202, -0.370, 0.224], [0.192, -0.183, 0.104], [0.316, 0.177, -0.282], [-0.179, -0.043, -0.193], [0.450, 0.385, -1.147], [-0.356, -0.071, 1.736], [-0.925, -1.186, -1.213], [0.691, -0.044, 0.277], [0.119, 0.443, 0.682], [0.322, 0.001, -0.296], [-0.365, -0.038, 0.905], [0.805, 0.242, -0.280]], "lowdin_spin": [0.042, 0.220, 0.293, 0.004, 0.232, 0.228, 0.030, 1.431, 0.607, -0.037, 0.013, 0.023, 0.138, -0.024, 0.108, -0.012, -0.010, 0.001, -0.002, 0.010, 0.008, 0.006, 0.006, 0.006, -0.001, 0.009, 0.005, 0.082, 0.081, 0.025, 0.001, 0.014, 0.001, 0.007, 0.001, 0.088, 0.019, 0.000, 0.017, 0.000, 0.005, 0.000, 0.092, 0.017, 0.000, 0.018, 0.000, 0.004, 0.000, 0.016, 0.003, -0.001, 0.000, 0.000, 0.000, 0.001, 0.057, 0.006, 0.005, 0.016, 0.001, 0.001, 0.001, 0.006, 0.005, 0.000, 0.001, 0.000, 0.001, 0.002, 0.006, 0.009, 0.003, 0.054, 0.000, 0.000, 0.000, 0.000]}

[2]
{"formula": "C3HINO3", "method": "ωB97M-V/def2-TZVPD", "total_charge": -1, "fmax_ha_per_bohr": 0.06110, "orbital_gap_ev": 7.50, "relative_energy_kj_mol": 150.3, "lumo_energy_ev": 2.773, "elements": ["C", "C", "C", "N", "O", "O", "O", "I", "H"], "positions_angstrom": [[-1.36015, -0.95501, -0.21403], [-1.62355, -2.19036, 0.43395], [1.39301, 0.99863, 0.47328], [0.74949, 0.73607, -0.47204], [-1.78697, -2.15690, -0.93156], [2.10880, 1.47622, 1.27334], [-1.68017, -3.01014, 1.27059], [-2.90749, 0.61649, 0.15904], [-0.34176, -0.34579, -0.40564]], "atomic_forces_ev_per_a": [[-0.049, 1.349, 0.645], [0.404, 0.472, -1.535], [-0.017, 0.930, -1.369], [-1.213, -1.250, -1.249], [-0.235, -0.262, 0.324], [1.635, 0.477, 2.640], [-0.247, -0.676, 0.842], [0.481, -0.684, -0.262], [-0.759, -0.355, -0.036]], "lowdin_charge": [-0.532, -0.566, -0.648, 0.013, 0.013, -0.019, 0.137, 0.614, -0.012]}

[3]
{"formula": "C24H76N6O11", "method": "ωB97M-V/def2-TZVPD", "total_charge": 0, "fmax_ha_per_bohr": 0.06524, "orbital_gap_ev": 9.26, "relative_energy_kj_mol": 425.8, "smiles": "COC[C@H](C)N.COC[C@H](C)N.COC[C@H](C)N.COC[C@H](C)N.COC[C@H](C)N.COC[C@H](C)N.O.O.O.O.O", "lumo_energy_ev": -0.093, "elements": ["O", "H", "H", "O", "H", "H", "O", "H", "H", "O", "H", "H", "O", "H", "H", "C", "C", "C", "O", "C", "N", "H", "H", "H", "H", "H", "H", "H", "H", "H", "H", "H", "C", "C", "C", "O", "C", "N", "H", "H", "H", "H", "H", "H", "H", "H", "H", "H", "H", "C", "C", "C", "O", "C", "N", "H", "H", "H", "H", "H", "H", "H", "H", "H", "H", "H", "C", "C", "C", "O", "C", "N", "H", "H", "H", "H", "H", "H", "H", "H", "H", "H", "H", "C", "C", "C", "O", "C", "N", "H", "H", "H", "H", "H", "H", "H", "H", "H", "H", "H", "C", "C", "C", "O", "C", "N", "H", "H", "H", "H", "H", "H", "H", "H", "H", "H", "H"], "positions_angstrom": [[0.68390, 0.69160, 2.60204], [0.61904, 1.60643, 2.87609], [1.46398, 0.36212, 3.04830], [-2.92758, 1.25885, -4.92772], [-2.25175, 0.96026, -4.31917], [-3.22850, 0.46095, -5.36250], [-0.30556, -0.17735, -1.49717], [0.58554, -0.36524, -1.79192], [-0.29231, -0.36442, -0.55852], [4.15687, -3.39961, -0.95608], [4.44395, -3.56228, -0.05755], [4.38102, -2.48312, -1.11743], [5.26997, 0.45567, -3.07830], [5.74119, 0.31359, -3.89927], [4.74900, 1.24346, -3.23384], [4.14000, 5.36485, -2.10900], [4.19789, 5.46738, -3.61589], [5.62330, 5.38227, -4.26017], [6.30398, 6.65157, -4.09236], [7.63095, 6.67166, -4.66122], [3.45344, 4.30441, -4.11685], [4.36064, 4.34670, -1.78840], [3.16147, 5.71220, -1.77742], [4.87148, 5.95412, -1.55601], [3.70531, 6.30883, -4.10315], [5.46709, 5.16969, -5.31777], [6.05181, 4.48140, -3.82096], [7.47722, 6.78550, -5.73430], [8.16911, 5.73008, -4.55202], [8.20323, 7.55281, -4.37112], [2.53950, 4.28894, -3.68724], [3.19665, 4.54047, -5.06471], [1.07641, 4.94690, 6.94170], [1.09710, 6.24481, 6.08217], [-0.16896, 6.45580, 5.15079], [-0.12397, 5.46435, 4.12454], [-1.20750, 5.58122, 3.23998], [1.24045, 7.22524, 7.16221], [2.00050, 4.69875, 7.46380], [0.85268, 4.08883, 6.30786], [0.30221, 4.95550, 7.70893], [1.98845, 6.35245, 5.46411], [-0.35896, 7.46361, 4.78158], [-1.04140, 6.21529, 5.75833], [-1.28805, 6.47731, 2.62464], [-2.12990, 5.38791, 3.78761], [-1.05422, 4.82388, 2.47118], [0.72367, 6.89534, 7.96483], [0.76226, 8.05461, 6.84036], [-8.66147, 5.19808, 4.57251], [-8.75950, 3.89124, 5.39430], [-7.44636, 3.18505, 5.53871], [-6.77925, 2.84673, 4.37366], [-5.61141, 2.10330, 4.58789], [-9.34494, 4.28229, 6.64053], [-8.44556, 4.82791, 3.57028], [-7.75452, 5.77132, 4.76470], [-9.47524, 5.92307, 4.55579], [-9.48665, 3.31763, 4.81957], [-7.69065, 2.30257, 6.13003], [-6.80706, 3.71300, 6.24628], [-5.94339, 1.21620, 5.12728], [-4.93535, 2.75811, 5.13768], [-5.12082, 1.84869, 3.64842], [-9.28016, 3.47934, 7.24977], [-8.76672, 4.97334, 7.09684], [4.91471, -6.28410, -9.23300], [3.61155, -5.49934, -9.35460], [3.33241, -4.66726, -8.07081], [2.21441, -3.83177, -8.29583], [2.11797, -2.83563, -7.26635], [3.78717, -4.60427, -10.49234], [4.96028, -7.24572, -9.74418], [5.13386, -6.58407, -8.20826], [5.77637, -5.72190, -9.59297], [2.76830, -6.16528, -9.53778], [4.17827, -4.02365, -7.82915], [3.04239, -5.21584, -7.17468], [2.82395, -2.04784, -7.52915], [2.42783, -3.23071, -6.29888], [1.07286, -2.57647, -7.09698], [2.95203, -4.03964, -10.43056], [4.47670, -3.88534, -10.32562], [-0.65999, -1.69420, 9.15893], [-1.16623, -2.94098, 8.43468], [-0.62095, -3.01508, 6.97660], [-1.25984, -4.11334, 6.27745], [-1.04726, -4.11696, 4.86146], [-0.70506, -4.14157, 9.13762], [0.41724, -1.72035, 9.32311], [-1.14796, -1.59073, 10.12810], [-0.91347, -0.75916, 8.65938], [-2.25236, -3.00763, 8.49763], [0.46717, -2.96697, 6.93460], [-0.98952, -2.15588, 6.41623], [-1.62926, -3.30729, 4.42124], [-1.34773, -5.07475, 4.43665], [-0.00166, -4.02450, 4.56771], [0.24180, -3.93401, 9.42129], [-0.57105, -4.75973, 8.35022], [-0.82663, -7.18237, -3.14854], [-1.89613, -6.59075, -4.06343], [-2.89421, -7.59279, -4.57086], [-2.23370, -8.78829, -5.06898], [-1.46757, -8.68600, -6.25387], [-2.60064, -5.49794, -3.41823], [-0.03945, -6.42906, -3.11748], [-0.30132, -8.08079, -3.47258], [-1.19514, -7.25991, -2.12566], [-1.38104, -6.18860, -4.93580], [-3.53125, -7.07762, -5.28979], [-3.52304, -7.83597, -3.71440], [-2.05259, -8.10758, -6.96892], [-1.07645, -9.64479, -6.59422], [-0.54853, -8.13118, -6.06515], [-1.83649, -4.94806, -3.05239], [-3.00443, -4.85981, -4.08893]], "atomic_forces_ev_per_a": [[-0.148, -0.176, -0.182], [-0.057, 0.282, 0.052], [0.195, -0.109, 0.103], [-0.063, 0.217, -0.093], [0.189, -0.052, 0.256], [-0.112, -0.170, -0.119], [-0.197, 0.069, -0.247], [0.234, -0.046, -0.078], [-0.030, 0.001, 0.317], [-0.146, -0.156, -0.117], [0.068, -0.091, 0.214], [0.089, 0.288, -0.133], [0.007, -0.218, 0.242], [0.132, -0.058, -0.188], [-0.196, 0.331, -0.051], [0.445, 0.859, 0.356], [0.720, -0.355, -1.023], [-1.212, 0.976, 0.542], [0.507, -1.349, 0.567], [-1.281, -0.154, -1.091], [-0.133, -0.406, -0.591], [-0.412, -0.194, -0.191], [-0.086, -0.362, 0.216], [0.082, 0.396, -0.373], [0.223, 0.835, 0.888], [0.150, 0.087, -0.298], [0.912, 0.236, 0.216], [0.191, -0.020, -0.373], [0.106, 0.071, 0.558], [-0.239, -0.238, 0.610], [-0.107, -0.135, 0.558], [0.163, -0.341, -0.543], [-0.253, -1.057, -1.720], [-0.307, -0.159, 1.127], [0.473, -1.834, 1.335], [0.533, 1.225, -0.095], [-0.021, -1.008, -0.543], [-0.541, 1.040, -0.766], [0.222, 0.521, -0.241], [-0.005, -0.182, -0.035], [-0.237, 0.347, -0.122], [0.006, -0.485, -0.149], [0.673, 0.223, -0.251], [-0.353, 0.086, 0.364], [0.231, 0.699, 0.586], [-0.319, 0.104, -0.181], [-0.189, -0.388, 0.220], [-0.090, 0.173, 0.112], [0.171, 0.667, 0.348], [1.500, -0.611, -1.192], [-0.808, 2.743, -1.754], [0.126, -0.759, 1.177], [-0.752, 0.642, -1.467], [-0.364, 0.389, 0.300], [-0.100, -0.901, 1.170], [-0.332, 0.398, -0.441], [0.168, 0.034, 0.614], [-0.353, -0.643, 0.266], [0.067, -0.581, 0.294], [-0.018, -0.812, 0.005], [0.371, 0.738, -0.092], [0.761, -0.323, 0.242], [0.405, -0.429, 0.471], [-0.390, -0.013, -0.069], [-0.407, -0.224, 0.533], [0.135, 0.351, -0.059], [0.387, -0.831, 0.756], [1.344, 0.454, 0.765], [-0.548, -0.154, -0.253], [-0.628, 0.617, 0.188], [0.254, -0.993, -0.260], [-1.394, 0.282, -0.251], [-0.448, 0.173, -0.467], [-0.048, 0.249, 0.311], [-0.137, 0.234, 0.044], [-0.046, 0.104, -0.102], [0.530, -0.101, -0.050], [0.590, -0.754, 0.052], [-0.451, 0.544, 0.150], [0.260, -0.290, 0.121], [0.139, 0.492, -0.625], [-0.546, 0.241, -0.708], [0.739, -0.272, 0.341], [-0.574, 0.242, 0.038], [0.876, -0.067, -0.310], [-2.476, 0.856, -0.634], [1.177, -0.389, 0.353], [0.003, 0.062, 0.527], [0.295, 0.066, -0.248], [0.078, -0.057, -0.088], [0.107, -0.319, 0.157], [0.092, -0.076, -0.375], [-0.085, 0.402, -0.648], [0.218, -0.614, 0.076], [0.191, 0.666, 0.115], [0.020, 0.060, -0.234], [-0.393, 0.033, 0.346], [0.252, 0.316, 0.269], [0.347, -0.126, 0.387], [-0.129, -1.048, 0.265], [0.287, 1.020, 0.248], [0.543, -0.483, -1.061], [0.887, -0.643, 0.025], [-0.993, -0.112, 0.602], [0.130, 1.278, 0.692], [0.459, 0.337, 0.714], [0.209, 0.165, 0.242], [-0.646, -0.135, -0.143], [-0.107, -0.375, -0.012], [0.340, -0.097, -0.330], [-0.110, -0.341, -0.560], [-0.018, -0.662, -0.154], [0.135, -0.371, -0.623], [-0.882, -0.235, 0.009], [0.177, 0.425, 0.068], [-0.074, 0.423, 0.654], [-0.330, -0.188, -0.369]], "lowdin_charge": [-0.052, 0.026, 0.029, -0.053, 0.024, 0.027, -0.054, 0.026, 0.026, -0.055, 0.028, 0.024, -0.058, 0.029, 0.016, -0.063, -0.435, -0.186, -0.190, -0.097, 0.008, 0.078, 0.078, 0.078, 0.134, 0.113, 0.120, 0.076, 0.082, 0.084, 0.068, 0.067, -0.073, -0.384, -0.182, -0.195, -0.127, 0.011, 0.078, 0.066, 0.072, 0.129, 0.119, 0.115, 0.086, 0.087, 0.085, 0.054, 0.060, -0.065, -0.456, -0.258, -0.174, -0.097, 0.032, 0.070, 0.073, 0.077, 0.141, 0.119, 0.127, 0.090, 0.087, 0.091, 0.066, 0.075, -0.073, -0.411, -0.217, -0.218, -0.093, 0.031, 0.072, 0.070, 0.074, 0.139, 0.121, 0.123, 0.090, 0.077, 0.088, 0.057, 0.069, -0.072, -0.425, -0.186, -0.208, -0.102, 0.033, 0.075, 0.077, 0.073, 0.135, 0.126, 0.113, 0.084, 0.085, 0.081, 0.058, 0.053, -0.047, -0.491, -0.182, -0.199, -0.112, 0.039, 0.072, 0.079, 0.083, 0.124, 0.120, 0.128, 0.089, 0.089, 0.071, 0.066, 0.072]}